Record 1
Here is a 2-piece molecular cluster, C12H14NO2 overall at a distorted geometry from the Open Molecules 2025 dataset. Energies are from ωB97M-V/def2-TZVPD.

Results
**Net charge**: -1
**E**: -670.92988 hartree
**Frontier orbital gap**: 6.6871 eV
**Energy relative to the best compared isomer or geometry (same formula, charge and spin)**: 1.7179 eV

Element x y z (Å)
O1 0.368 -0.275 4.637
O2 0.969 -2.065 3.416
N1 0.320 -1.841 -2.333
C1 1.483 1.684 -2.111
C2 -1.767 -1.967 -0.908
C3 -1.514 0.850 -0.901
C4 0.666 0.025 2.273
C5 -2.684 -1.161 -0.264
C6 -0.738 -1.336 -1.569
C7 -0.547 0.054 -1.580
C8 -2.523 0.227 -0.222
C9 0.958 1.470 2.532
C10 1.223 -0.790 -2.651
C11 0.590 -0.876 3.567
C12 0.715 0.387 -2.148
H1 -3.589 -1.604 0.112
H2 -3.034 0.821 0.547
H3 1.139 2.494 -2.746
H4 1.442 2.060 -1.076
H5 1.350 -0.335 1.481
H6 -0.338 -0.252 1.910
H7 2.060 1.621 2.437
H8 2.543 1.433 -2.325
H9 0.786 -2.691 -2.047
H10 -1.875 -3.031 -0.844
H11 0.706 1.971 3.461
H12 -1.379 1.919 -0.961
H13 0.677 2.123 1.708
H14 1.993 -0.917 -3.395

Forces on atoms 1 to 2 (eV/Å):
O -0.794 0.034 -0.039
O -0.809 -0.030 -0.209

Here are the natural (NBO) charges for atoms 1 to 8, given in e: atom 1 (O): -0.789, atom 2 (O): -0.800, atom 3 (N): -0.573, atom 4 (C): -0.635, atom 5 (C): -0.259, atom 6 (C): -0.166, atom 7 (C): -0.539, atom 8 (C): -0.196

Record 2
Here is one molecule with the formula C12H14O at a distorted geometry from the Open Molecules 2025 dataset. Energies are from ωB97M-V/def2-TZVPD.

Results
**Net charge**: 0
**SMILES**: C=C[C@H]1O[C@H](C)Cc2ccccc21
**E**: -540.77824 hartree
**Frontier orbital gap**: 9.9306 eV
**Energy relative to the best compared isomer or geometry (same formula, charge and spin)**: 1.9378 eV

Element x y z (Å)
O1 1.567 -0.136 -0.586
C1 0.786 1.092 -0.517
C2 -1.644 1.377 -0.288
C3 2.510 -2.141 -0.282
C4 0.045 -2.170 0.229
C5 -3.287 -0.241 0.141
C6 -0.594 0.492 -0.241
C7 1.357 2.036 0.483
C8 -0.961 -0.944 -0.025
C9 1.388 -1.388 0.237
C10 -3.015 1.024 -0.259
C11 -2.320 -1.142 0.185
C12 1.324 3.375 0.321
H1 2.543 -3.137 0.163
H2 -3.794 1.746 -0.105
H3 0.618 3.791 -0.431
H4 -0.028 -2.847 -0.625
H5 1.939 3.920 1.022
H6 1.539 -1.199 1.267
H7 1.954 1.614 1.295
H8 2.514 -2.271 -1.361
H9 -0.221 -2.723 1.178
H10 -4.363 -0.526 0.265
H11 -2.667 -2.185 0.325
H12 -1.335 2.437 -0.680
H13 3.346 -1.463 -0.163
H14 0.797 1.611 -1.548

Forces on atoms 1 to 2 (eV/Å):
O 0.357 -0.183 -0.202
C -0.802 -2.975 -0.189

Here are the natural (NBO) charges for atoms 1 to 8, given in e: atom 1 (O): -0.574, atom 2 (C): 0.050, atom 3 (C): -0.187, atom 4 (C): -0.624, atom 5 (C): -0.449, atom 6 (C): -0.210, atom 7 (C): -0.054, atom 8 (C): -0.191

Record 3
Here is a 2-piece molecular cluster, C12H14O7 overall at a distorted geometry from the Open Molecules 2025 dataset. Energies are from ωB97M-V/def2-TZVPD.

Results
**Net charge**: 0
**SMILES**: CC(=O)OCC1=CC(=O)C=CC1=O.COC(=O)OC
**E**: -992.06334 hartree
**Frontier orbital gap**: 8.1869 eV

Element x y z (Å)
O1 2.898 0.801 -3.635
O2 2.407 1.573 5.364
O3 0.269 2.410 5.460
O4 -2.386 -2.029 -3.086
O5 -1.124 -1.089 0.275
O6 -1.292 -1.494 -5.281
O7 0.930 0.852 3.906
C1 -0.109 -1.409 -2.122
C2 -0.393 0.866 3.373
C3 -2.370 -1.652 -4.508
C4 -0.204 -0.708 -0.616
C5 0.947 -0.900 -3.038
C6 1.942 0.953 -1.183
C7 0.903 0.471 -0.204
C8 -1.106 -2.618 -2.649
C9 2.005 0.319 -2.727
C10 1.116 1.685 4.961
C11 -3.850 -1.397 -5.236
C12 2.748 2.398 6.475
H1 -1.116 0.538 4.127
H2 0.919 0.926 0.881
H3 2.754 1.765 -0.938
H4 -0.648 1.863 2.998
H5 -3.722 -0.431 -5.890
H6 1.034 -1.423 -4.097
H7 -4.690 -1.257 -4.419
H8 2.619 3.456 6.225
H9 -0.427 0.165 2.535
H10 -1.364 -3.289 -1.697
H11 -0.609 -3.342 -3.424
H12 3.802 2.227 6.712
H13 2.151 2.131 7.353
H14 -4.035 -2.359 -5.896

Forces on atoms 1 to 2 (eV/Å):
O -5.901 -3.303 5.813
O -0.955 -0.053 -0.470

Here are the natural (NBO) charges for atoms 1 to 8, given in e: atom 1 (O): -0.506, atom 2 (O): -0.497, atom 3 (O): -0.635, atom 4 (O): -0.519, atom 5 (O): -0.534, atom 6 (O): -0.611, atom 7 (O): -0.502, atom 8 (C): -0.081

What is the frontier orbital gap in the first record? 6.6871 eV